1.
Entry from the Open Molecules 2025 dataset: a molecular structure, C2H3NO3 in a non-equilibrium geometry (the ωB97M-V functional and the def2-TZVPD basis).

Each line ends with the natural charge from an NBO analysis.
Positions of all 9 atoms, in Å:
1 O -1.523 1.209 -0.057  -0.474
2 O -3.160 -0.363 0.219  -0.537
3 O -0.195 -1.718 0.008  -0.559
4 N -0.884 -0.631 -0.579  -0.205
5 C -2.033 -0.023 0.031  0.844
6 C -0.238 0.735 -0.441  0.073
7 H 0.344 0.585 0.455  0.178
8 H -0.165 -2.482 -0.638  0.487
9 H 0.212 1.202 -1.255  0.193

Computed properties:
LUMO energy, eV: 0.56
Highest occupied orbital energy, eV: -10.4
Relative energy (zero: lowest compared OMol25 entry of this formula, charge and spin), kcal/mol: 82.0

=====

2.
Entry from the Open Molecules 2025 dataset: 3 unconnected molecules or ions with the total composition C13H29N3O5 (the ωB97M-V functional and the def2-TZVPD basis).

Each line ends with the natural charge from an NBO analysis.
Positions of all 50 atoms, in Å:
1 O 0.979 0.842 -1.299  -0.546
2 O -2.770 -2.310 -1.252  -0.733
3 O -0.655 0.950 -2.862  -0.577
4 O 0.744 -2.720 2.121  -0.638
5 O 1.307 5.216 0.921  -0.625
6 N 0.177 -4.609 3.236  -0.425
7 N -0.939 1.382 0.813  -0.636
8 N 1.376 5.367 -1.341  -0.435
9 C -1.689 2.441 0.131  -0.418
10 C 0.504 -0.199 -0.383  0.106
11 C 0.180 -6.055 3.298  -0.398
12 C -0.439 -3.848 4.311  -0.416
13 C 1.456 6.815 -1.296  -0.414
14 C 0.760 -1.603 -0.974  -0.431
15 C 1.363 4.689 -2.618  -0.396
16 C -0.394 -2.614 -0.942  -0.431
17 C 0.503 0.854 -2.552  0.657
18 C 1.309 4.689 -0.175  0.521
19 C 0.727 -3.933 2.211  0.532
20 C -1.520 -2.363 -1.953  -0.076
21 C -0.907 0.085 0.128  -0.262
22 H -1.071 3.341 0.054  0.187
23 H 0.678 -6.454 2.416  0.211
24 H -0.831 -4.539 5.052  0.203
25 H 1.249 3.596 -0.310  0.126
26 H -0.840 -6.443 3.326  0.198
27 H -1.565 -3.181 -2.683  0.161
28 H -1.352 1.236 1.723  0.361
29 H 1.302 0.795 -3.307  0.113
30 H 1.591 -2.039 -0.410  0.232
31 H -1.645 0.035 -0.677  0.200
32 H -2.607 2.724 0.658  0.182
33 H 1.148 -0.067 0.490  0.216
34 H -0.824 -2.718 0.058  0.234
35 H 1.500 7.199 -2.313  0.199
36 H -1.363 -1.423 -2.493  0.176
37 H 0.291 -3.189 4.780  0.217
38 H 1.292 3.616 -2.452  0.210
39 H -1.958 2.147 -0.887  0.199
40 H 2.345 7.134 -0.750  0.213
41 H 1.102 -1.546 -2.014  0.199
42 H 0.052 -3.591 -1.170  0.203
43 H 1.167 -4.592 1.442  0.108
44 H 0.586 7.233 -0.789  0.213
45 H 2.276 4.898 -3.181  0.191
46 H -3.428 -1.907 -1.829  0.469
47 H 0.505 5.002 -3.218  0.195
48 H 0.711 -6.404 4.185  0.197
49 H -1.251 -3.231 3.925  0.216
50 H -1.131 -0.704 0.855  0.212

Computed properties:
LUMO energy, eV: 0.66
Highest occupied orbital energy, eV: -8.4
Relative energy (zero: lowest compared OMol25 entry of this formula, charge and spin), kcal/mol: 0.0
Structure (SMILES): CNC[C@@H](CCCO)OC=O.CN(C)C=O.CN(C)C=O

=====

3.
Entry from the Open Molecules 2025 dataset: a molecular structure, C36H42MnN8O5SSi (the ωB97M-V functional and the def2-TZVPD basis).

Each line ends with the Löwdin charge.
Positions of all 94 atoms, in Å:
1 Mn 0.616 0.513 -0.345  0.457
2 S 0.219 0.948 3.120  0.585
3 Si 0.643 -1.892 -0.481  0.744
4 O 1.095 0.913 -2.351  0.037
5 O -1.095 0.403 2.894  -0.319
6 O 1.098 2.407 -3.967  0.025
7 O -1.376 1.046 -0.928  -0.076
8 O 1.041 0.381 4.153  -0.282
9 N 0.626 2.685 -0.454  0.035
10 N 0.859 3.092 -1.777  0.066
11 N 2.548 0.522 0.249  0.024
12 N -0.526 6.717 4.402  0.089
13 N 3.249 1.317 2.387  0.144
14 N -3.484 0.856 -0.108  -0.062
15 N 0.969 0.947 1.702  -0.150
16 N -2.839 -0.322 -2.005  -0.053
17 C -3.263 -4.261 0.735  -0.104
18 C 3.912 -3.780 2.355  -0.106
19 C 2.066 -2.297 1.952  -0.108
20 C 2.876 -3.680 0.185  -0.103
21 C 3.017 -2.822 2.814  -0.082
22 C 1.008 2.080 -2.682  -0.522
23 C 2.312 0.930 1.525  -0.479
24 C 2.060 -3.095 -4.866  -0.105
25 C -0.952 -2.850 -0.044  -0.266
26 C -1.951 -2.243 0.720  -0.111
27 C -5.209 -0.214 -1.460  -0.144
28 C -1.284 3.173 3.715  -0.066
29 C 2.894 -2.441 -3.969  -0.092
30 C 1.975 -2.705 0.616  -0.269
31 C 3.836 -4.210 1.039  -0.099
32 C -1.816 -0.843 -2.892  -0.015
33 C 0.924 4.834 3.925  -0.031
34 C 1.094 3.497 3.622  -0.062
35 C 4.849 0.768 0.690  -0.047
36 C -0.355 5.360 4.137  -0.327
37 C -1.457 4.512 4.027  -0.032
38 C -1.129 -4.200 -0.374  -0.104
39 C 0.357 -3.164 -3.166  -0.129
40 C 3.802 0.459 -0.166  -0.090
41 C -4.097 -1.052 -2.046  -0.145
42 C -2.515 0.515 -1.000  -0.436
43 C 2.442 -2.144 -2.694  -0.130
44 C 0.789 -3.464 -4.453  -0.092
45 C -3.184 1.701 1.029  -0.038
46 C 1.092 3.780 -4.353  -0.045
47 C -3.091 -2.937 1.110  -0.105
48 C -2.272 -4.896 -0.006  -0.091
49 C 1.158 -2.475 -2.251  -0.274
50 C -0.013 2.665 3.502  -0.284
51 C -4.800 0.239 -0.077  -0.153
52 C 4.503 1.201 1.960  -0.117
53 H 1.892 4.331 -3.857  0.101
54 H -4.303 -1.287 -3.092  0.126
55 H -0.344 2.840 -0.196  0.102
56 H 5.273 1.495 2.667  0.110
57 H -3.817 2.593 1.007  0.097
58 H -2.140 1.980 1.021  0.062
59 H -1.810 -1.219 1.062  0.076
60 H 2.088 3.084 3.487  0.095
61 H 1.255 3.157 0.186  0.121
62 H -5.387 0.657 -2.094  0.122
63 H -2.383 -5.939 -0.278  0.098
64 H 0.133 -3.997 -5.131  0.097
65 H 4.658 -4.194 3.023  0.094
66 H 0.122 4.242 -4.149  0.098
67 H -5.503 0.980 0.308  0.124
68 H -4.149 -4.805 1.037  0.096
69 H -2.094 -0.650 -3.932  0.104
70 H -2.454 4.904 4.193  0.109
71 H 3.118 -1.654 -2.005  0.078
72 H 3.900 -2.167 -4.266  0.097
73 H 1.789 5.482 4.012  0.109
74 H 0.272 7.170 4.818  0.086
75 H 3.963 0.160 -1.193  0.111
76 H -1.736 -1.918 -2.744  0.067
77 H -1.380 6.950 4.883  0.086
78 H 4.526 -4.962 0.674  0.095
79 H -2.137 2.511 3.642  0.101
80 H -4.797 -0.602 0.625  0.115
81 H 2.841 -4.027 -0.843  0.092
82 H -3.986 -2.000 -1.508  0.125
83 H -3.836 -2.452 1.731  0.094
84 H -0.853 -0.392 -2.685  0.061
85 H -0.629 -3.497 -2.870  0.075
86 H 2.404 -3.331 -5.865  0.094
87 H -0.351 -4.722 -0.921  0.101
88 H 5.879 0.691 0.378  0.097
89 H -3.358 1.155 1.958  0.089
90 H -6.134 -0.789 -1.411  0.120
91 H 3.056 -2.478 3.841  0.103
92 H 1.377 -1.553 2.331  0.073
93 H 0.550 4.003 -2.066  0.133
94 H 1.261 3.783 -5.424  0.101

Computed properties:
Spin multiplicity: 2
LUMO energy (alpha / beta), eV: -0.16 / -0.16
Highest occupied orbital energy (alpha / beta), eV: -6.9 / -6.7
Relative energy (zero: lowest compared OMol25 entry of this formula, charge and spin), kcal/mol: 6.0

=====

4.
Entry from the Open Molecules 2025 dataset: a molecular structure, C15H30ClNaO19 in a non-equilibrium geometry (the ωB97M-V functional and the def2-TZVPD basis).

Each line ends with the natural charge from an NBO analysis.
Positions of all 66 atoms, in Å:
1 Cl -1.805 -1.072 -3.683  2.542
2 Na -0.268 -0.067 -0.650  0.938
3 O 1.683 -3.969 1.094  -0.480
4 O -0.594 -0.357 -3.568  -0.602
5 O 1.013 0.750 1.231  -0.671
6 O -2.082 0.582 1.256  -0.728
7 O 3.027 0.411 2.267  -0.508
8 O 0.111 -4.775 -0.056  -0.468
9 O -2.806 -0.374 -4.346  -0.650
10 O 2.070 0.274 -1.657  -0.748
11 O -1.624 -2.295 -4.403  -0.599
12 O -2.606 3.206 -0.619  -0.496
13 O 3.371 -1.456 -2.717  -0.489
14 O -3.562 -0.862 2.093  -0.444
15 O -3.838 1.102 2.644  -0.501
16 O -1.161 4.245 0.556  -0.495
17 O 0.248 -2.491 -0.008  -0.735
18 O 3.908 0.611 -2.944  -0.489
19 O 1.270 0.617 3.481  -0.493
20 O -0.403 2.560 -0.757  -0.704
21 O -2.153 -1.234 -2.314  -0.678
22 C 0.574 -3.647 0.371  1.003
23 C 3.711 2.048 -2.887  -0.253
24 C -0.133 0.869 3.712  -0.267
25 C 3.009 -0.224 -2.442  1.002
26 C 2.501 -2.638 -2.605  -0.239
27 C 3.918 0.590 1.108  -0.252
28 C 0.129 4.723 1.001  -0.249
29 C 2.559 -2.816 1.356  -0.261
30 C -1.321 3.274 -0.301  1.017
31 C -3.948 2.520 2.424  -0.263
32 C 1.707 0.596 2.201  1.004
33 C -3.061 0.259 1.953  1.009
34 C -1.071 -4.779 -0.937  -0.255
35 C -2.996 -2.024 1.496  -0.287
36 C -3.234 2.221 -1.339  -0.254
37 H 3.332 -3.113 2.064  0.217
38 H -0.056 5.551 1.686  0.211
39 H -0.872 0.256 3.198  0.194
40 H -0.330 0.753 4.778  0.205
41 H -4.244 2.632 -1.356  0.212
42 H 2.095 -1.924 1.775  0.201
43 H -1.882 -4.302 -0.388  0.189
44 H 3.959 1.652 0.864  0.196
45 H -3.055 3.050 2.092  0.207
46 H 4.862 0.324 1.584  0.210
47 H 3.870 2.289 -1.836  0.202
48 H 3.690 -0.024 0.237  0.201
49 H 3.023 -2.521 0.415  0.178
50 H -3.729 -2.775 1.199  0.211
51 H 2.963 -3.327 -3.313  0.217
52 H -2.339 -1.997 0.627  0.205
53 H 0.595 5.077 0.082  0.199
54 H -2.928 2.217 -2.385  0.184
55 H -4.231 3.021 3.350  0.207
56 H -2.353 -2.561 2.194  0.201
57 H 2.522 -3.078 -1.608  0.198
58 H -0.870 -4.198 -1.838  0.193
59 H -0.461 1.900 3.579  0.188
60 H -1.361 -5.768 -1.292  0.226
61 H -4.790 2.689 1.753  0.194
62 H 2.821 2.424 -3.391  0.207
63 H 1.573 -2.239 -3.014  0.197
64 H 0.765 3.961 1.451  0.201
65 H 4.459 2.451 -3.571  0.208
66 H -3.170 1.205 -0.949  0.187

Computed properties:
Spin multiplicity: 2
LUMO energy (alpha / beta), eV: -2.03 / -8.77
Highest occupied orbital energy (alpha / beta), eV: -13.2 / -13.2
Total charge: +1

=====

5.
Entry from the Open Molecules 2025 dataset: 2 unconnected molecules or ions with the total composition C3H10N2O2 in a non-equilibrium geometry (the ωB97M-V functional and the def2-TZVPD basis).

Each line ends with the natural charge from an NBO analysis.
Positions of all 17 atoms, in Å:
1 O 0.916 -1.005 1.209  -0.615
2 O -0.604 0.293 2.099  -0.678
3 N 0.805 1.858 -0.038  -0.660
4 N 1.689 1.613 -1.096  -0.710
5 C -1.200 -0.795 0.142  -0.511
6 C -0.823 -1.762 -0.984  -0.592
7 C -0.155 -0.473 1.149  0.803
8 H -1.769 0.054 -0.190  0.219
9 H -0.156 1.748 -0.294  0.338
10 H -0.695 -2.675 -0.385  0.208
11 H 0.926 2.766 0.399  0.340
12 H 0.055 -1.600 -1.526  0.220
13 H -1.831 -1.515 0.732  0.234
14 H 2.205 2.328 -1.672  0.352
15 H -1.740 -1.838 -1.653  0.206
16 H 2.453 0.895 -0.767  0.350
17 H -0.074 0.107 2.875  0.496

Computed properties:
LUMO energy, eV: 0.86
Highest occupied orbital energy, eV: -9.0
Relative energy (zero: lowest compared OMol25 entry of this formula, charge and spin), kcal/mol: 60.8
Structure (SMILES): CCC(=O)O.NN

=====

6.
Entry from the Open Molecules 2025 dataset: a molecular structure, C2H7I2N2O in a non-equilibrium geometry (the ωB97M-V functional and the def2-TZVPD basis).

Each line ends with the natural charge from an NBO analysis.
Positions of all 14 atoms, in Å:
1 I 2.138 -2.005 0.135  0.478
2 I 2.769 1.432 -0.094  0.405
3 O -0.152 -0.428 -2.008  -0.980
4 N 1.361 -0.082 0.173  -0.720
5 N -0.230 1.542 0.509  -0.709
6 C -0.876 -0.757 0.951  -0.703
7 C 0.141 0.243 0.560  0.547
8 H -1.132 -0.777 2.104  0.285
9 H -1.152 1.708 0.984  0.420
10 H -1.835 -0.507 0.514  0.270
11 H -0.490 -1.335 -2.406  0.503
12 H -0.487 -1.698 0.642  0.258
13 H 0.381 2.410 0.520  0.454
14 H -0.438 0.254 -2.586  0.491

Computed properties:
Spin multiplicity: 3
LUMO energy (alpha / beta), eV: -4.59 / -8.01
Highest occupied orbital energy (alpha / beta), eV: -10.9 / -13.0
Relative energy (zero: lowest compared OMol25 entry of this formula, charge and spin), kcal/mol: 6.9
Total charge: +1